No. 1
{"formula": "C30H40BrGeN13O5Y", "method": "the ωB97M-V functional and the def2-TZVPD basis", "symbols": ["Y", "C", "C", "C", "C", "O", "Ge", "O", "C", "C", "C", "C", "O", "C", "C", "C", "C", "H", "H", "H", "H", "H", "H", "H", "H", "H", "H", "H", "H", "H", "H", "H", "H", "H", "H", "H", "H", "H", "H", "H", "H", "H", "H", "H", "Br", "C", "C", "C", "C", "C", "N", "C", "O", "O", "H", "H", "H", "N", "C", "N", "N", "N", "N", "C", "N", "N", "N", "N", "H", "N", "C", "C", "C", "C", "C", "N", "C", "C", "C", "C", "C", "N", "H", "H", "H", "H", "H", "H", "H", "H", "H"], "xyz": [[-0.403, 0.208, -0.014], [1.315, -3.958, -0.071], [2.373, -2.846, -0.085], [3.177, -2.854, 1.228], [3.364, -3.154, -1.216], [1.735, -1.583, -0.239], [2.207, -0.378, -1.831], [2.153, 1.244, -0.822], [3.147, 2.237, -1.032], [4.210, 1.803, -2.053], [2.509, 3.526, -1.580], [3.873, 2.543, 0.286], [0.318, -0.134, -2.296], [-0.177, -0.662, -3.535], [0.957, -1.031, -4.501], [-1.023, 0.412, -4.236], [-1.005, -1.912, -3.237], [1.761, -4.898, 0.241], [0.902, -4.086, -1.069], [0.502, -3.717, 0.608], [3.890, -3.675, 1.230], [2.532, -2.966, 2.094], [3.730, -1.920, 1.322], [3.788, -4.143, -1.061], [4.165, -2.416, -1.231], [2.856, -3.137, -2.177], [3.756, 1.667, -3.034], [4.668, 0.864, -1.748], [4.984, 2.564, -2.126], [1.764, 3.275, -2.333], [3.272, 4.149, -2.041], [2.036, 4.104, -0.792], [4.416, 1.664, 0.622], [3.163, 2.826, 1.055], [4.578, 3.360, 0.150], [1.605, -0.170, -4.664], [0.532, -1.336, -5.454], [1.557, -1.851, -4.112], [-0.459, 1.343, -4.291], [-1.950, 0.570, -3.695], [-1.261, 0.091, -5.247], [-0.357, -2.700, -2.853], [-1.508, -2.258, -4.136], [-1.754, -1.680, -2.482], [4.044, 1.059, 3.770], [2.499, -0.080, 3.827], [2.758, -1.453, 4.298], [1.840, -2.424, 4.493], [0.489, -2.520, 3.997], [0.121, -1.920, 2.844], [0.841, -0.955, 2.220], [-1.183, -2.335, 2.034], [-1.919, -3.112, 2.601], [-1.249, -1.801, 0.904], [3.767, -1.626, 4.648], [2.171, -3.311, 5.018], [-0.170, -3.258, 4.427], [-3.933, 1.396, 1.119], [-2.984, 1.257, 2.085], [-3.228, 1.461, 3.378], [-2.080, 1.243, 3.973], [-1.177, 0.931, 3.122], [-1.691, 0.934, 1.877], [-3.763, 0.923, -0.145], [-4.753, 0.858, -1.033], [-4.200, 0.390, -2.123], [-2.951, 0.177, -1.948], [-2.599, 0.506, -0.692], [-4.883, 1.535, 1.431], [0.729, 3.531, 1.592], [-0.048, 3.673, 0.460], [-0.475, 4.989, 0.201], [-1.186, 5.263, -0.942], [-1.431, 4.220, -1.830], [-0.998, 2.954, -1.491], [-0.352, 2.659, -0.351], [1.078, 2.472, 2.397], [1.164, 2.836, 3.796], [1.063, 1.873, 4.723], [1.178, 0.482, 4.348], [1.367, 0.204, 2.850], [1.201, 1.266, 1.951], [0.860, 4.420, 2.062], [-0.240, 5.778, 0.901], [-1.527, 6.264, -1.151], [-1.947, 4.388, -2.759], [-1.157, 2.127, -2.173], [1.077, 3.876, 4.065], [0.875, 2.106, 5.759], [0.596, -0.213, 4.939], [1.233, -1.142, 1.262]], "homo_lumo_gap_ha": [0.2485, 0.1533], "e_tot_ha": -6944.5625, "max_force_ev_per_a": 1.71, "relative_energy_kcal_mol": 99.9, "multiplicity": 2}

---

No. 2
{"formula": "C30H8CeF15GeN3O2S", "method": "the ωB97M-V functional and the def2-TZVPD basis", "symbols": ["Ce", "O", "C", "N", "C", "O", "C", "C", "C", "C", "C", "N", "C", "C", "C", "C", "C", "N", "H", "H", "H", "H", "H", "H", "H", "H", "F", "C", "C", "C", "F", "C", "F", "C", "F", "C", "F", "Ge", "S", "C", "C", "F", "C", "F", "C", "F", "C", "F", "C", "F", "C", "C", "F", "C", "F", "C", "F", "C", "F", "C", "F"], "xyz": [[-0.152, -0.863, 1.286], [3.402, 0.828, -0.272], [2.236, 0.577, -0.397], [1.756, -0.702, -0.764], [1.786, -1.788, -0.068], [1.860, -1.827, 1.236], [1.105, -2.989, -0.684], [1.694, -3.993, -1.425], [0.863, -5.001, -1.903], [-0.494, -4.963, -1.627], [-0.993, -3.915, -0.870], [-0.207, -2.941, -0.407], [1.175, 1.658, -0.358], [1.531, 2.984, -0.533], [0.517, 3.933, -0.518], [-0.796, 3.535, -0.316], [-1.059, 2.189, -0.114], [-0.089, 1.271, -0.148], [2.755, -3.993, -1.626], [1.279, -5.809, -2.488], [-1.160, -5.733, -1.988], [-2.045, -3.854, -0.623], [2.568, 3.244, -0.681], [0.752, 4.979, -0.663], [-1.606, 4.249, -0.298], [-2.065, 1.834, 0.077], [-1.615, -2.986, 6.288], [-1.048, -2.009, 7.019], [-0.692, -0.830, 6.389], [-0.129, 0.154, 7.185], [0.234, 1.320, 6.648], [0.070, -0.014, 8.550], [0.608, 0.955, 9.276], [-0.299, -1.213, 9.143], [-0.122, -1.400, 10.439], [-0.865, -2.222, 8.371], [-1.229, -3.367, 8.934], [-0.882, -0.621, 4.473], [0.016, 0.980, 3.341], [-2.843, -0.692, 4.061], [-3.800, -0.651, 5.072], [-3.442, -0.671, 6.356], [-5.173, -0.582, 4.847], [-6.006, -0.552, 5.874], [-5.669, -0.539, 3.555], [-6.965, -0.475, 3.327], [-4.761, -0.571, 2.501], [-5.175, -0.538, 1.241], [-3.417, -0.645, 2.801], [-2.637, -0.670, 1.635], [0.013, -2.300, 3.808], [1.283, -2.533, 4.326], [1.854, -1.608, 5.093], [1.994, -3.702, 4.085], [3.196, -3.876, 4.604], [1.440, -4.688, 3.281], [2.113, -5.791, 3.023], [0.183, -4.493, 2.716], [-0.343, -5.397, 1.899], [-0.475, -3.312, 2.994], [-1.648, -3.087, 2.324]], "homo_lumo_gap_ha": [0.3093, 0.3095], "e_tot_ha": -5910.8357, "max_force_ev_per_a": 0.91, "multiplicity": 2, "total_charge": 1}